Entry 1:
Below is a molecular structure, C4H2O2Pm, with properties calculated with ωB97M-V with the def2-TZVPD basis set.

Cartesian coordinates (Å):
H -2.227538 -2.271538 -0.717425
C -1.537078 -1.559125 -0.278320
C -1.382123 -0.247337 -0.003832
O -0.291752 -1.909604 0.157603
O -0.072057 -0.548604 0.556277
Pm 2.440212 0.443926 0.222419
C -2.258011 1.646803 -0.687079
C -2.076230 0.972020 0.325622
H -2.433810 2.263650 -1.554623

Cartesian forces (eV/Å) of the 2 atoms listed first:
H 0.180 0.222 0.191
C -1.100 1.324 -0.773

Charge: +2
2S+1: 6

---

Entry 2:
Below is 2 unconnected molecules or ions with the total composition C4H2O3S, with properties calculated with ωB97M-V with the def2-TZVPD basis set.

Cartesian coordinates (Å):
C -0.438973 -1.362969 0.149022
C -0.100854 -2.510724 -0.141806
C -1.004459 -0.143921 0.570568
C 0.477407 -3.686801 -0.116980
O -0.932696 0.175858 1.741847
O -1.361490 0.746127 -0.437501
O 0.753972 -4.837539 -0.100304
S 1.990149 1.505693 0.619010
H -1.793955 1.497692 0.006421
H 0.659736 1.469959 0.675357

Cartesian forces (eV/Å) of the 2 atoms listed first:
C -0.610 0.700 -0.471
C 0.382 -0.860 0.347

Charge: 0

---

Respective strongest force on any atom values: 2.8, 2.3 eV/A.
Respective ΔE to the lowest compared entry with this formula, charge and spin values: 117.43, 62.75 kcal per mole.
Respective M values: 227.1, 130.1 g/mol.